# 1
The following is a DFT calculation (ωB97M-V with the def2-TZVPD basis set) of a molecular structure, C19H21EuF3N3O10 in a non-equilibrium geometry.

Positions of all 57 atoms, in Å:
Eu 0.18239 -0.15326 -0.11030
O -2.12997 1.21296 3.67430
C -1.69521 0.41484 2.70633
O -0.57798 0.48120 2.14457
C -2.77871 -0.57657 2.28749
O -2.32891 -1.13716 1.03760
C -3.35383 -1.13349 -0.09339
C -2.55745 -1.38967 -1.36139
O -2.92349 -2.12264 -2.26937
O -1.52888 -0.51783 -1.41182
H -1.40045 1.85207 3.93883
H -3.73762 -0.06189 2.18838
H -2.80680 -1.38079 3.02076
H -3.69920 -0.08049 -0.16899
H -4.13437 -1.80709 0.18274
N 1.97741 -0.87571 -1.82513
C 1.96018 -1.54649 -3.13485
C 1.60925 -3.04558 -3.01948
C 0.07302 -3.32447 -2.94698
C -0.37993 -3.95400 -1.57814
N 0.01933 -3.14801 -0.40354
H 2.37777 0.06632 -1.82631
H 2.58215 -1.41525 -1.18412
H 2.90033 -1.45892 -3.74312
H 1.16423 -1.11242 -3.70409
H 2.03428 -3.44928 -2.05280
H 2.03813 -3.56728 -3.85813
H -0.19348 -4.03953 -3.76654
H -0.52763 -2.45306 -3.08136
H -0.04533 -4.96828 -1.55957
H -1.44985 -3.86997 -1.51566
H 0.97267 -3.37551 -0.09423
H -0.59218 -3.43109 0.32123
O 4.31562 -1.27081 4.88286
C 3.42863 -1.16763 4.07275
C 2.92485 0.25321 3.64418
O 2.84495 1.26034 4.33608
C 2.57538 0.13693 2.19724
C 2.17331 -1.26673 2.13704
O 1.51534 -1.78932 1.16159
C 2.62057 -2.14558 3.28348
O 2.24008 -3.25962 3.60112
O 2.57024 1.01361 1.29545
F -0.00965 7.01992 -1.17824
C -1.04564 6.42459 -0.47149
F -1.05150 6.99365 0.76181
F -2.24233 6.77721 -1.09572
C -0.91121 4.93870 -0.36454
C 0.26529 4.51164 0.33425
C 0.75450 3.26977 0.04031
N 0.13707 2.37829 -0.75733
C -1.02553 2.80105 -1.35921
C -1.58179 3.98743 -1.11551
H 0.70453 5.17957 1.06202
H 1.70542 2.97516 0.46742
H -1.48689 2.09710 -2.03842
H -2.47108 4.24986 -1.69004

The value obtained for the LUMO energy (spin up / spin down) is -2.0 / -1.7 eV. The value obtained for the HOMO energy (spin up / spin down) is -6.47 / -6.49 eV. Its spin multiplicity is 7.

***

# 2
The following is a DFT calculation (ωB97M-V with the def2-TZVPD basis set) of a single C19H21F4N3O molecule.

Positions of all 48 atoms, in Å:
C -0.24219 -3.47295 1.62566
C 0.03867 -2.15652 0.89557
C 0.59330 -1.14349 1.90049
C -1.28033 -1.61523 0.30921
C -0.97538 -0.49830 -0.62040
C 0.23719 -0.30701 -1.24569
C 0.09146 0.89104 -1.96738
N -1.10642 1.39561 -1.78854
N -1.76519 0.55094 -0.97775
C -3.07739 0.85474 -0.60548
C -3.44840 2.19737 -0.54425
C -4.73371 2.55022 -0.18752
C -5.64238 1.54906 0.10961
F -6.89826 1.88564 0.47004
C -5.30150 0.21119 0.03754
C -4.01416 -0.13672 -0.32935
C 1.41099 -1.21932 -1.10065
N 2.55715 -0.52413 -0.52750
C 3.41396 0.18159 -1.28641
O 3.37041 0.22471 -2.49682
C 4.49043 0.93011 -0.49341
C 4.07812 2.38441 -0.24314
C 2.98265 2.51169 0.79615
F 3.23304 1.77846 1.89974
F 1.77685 2.11423 0.36633
F 2.83627 3.77751 1.21262
C 1.02880 -2.43888 -0.25137
H 0.66378 -3.84920 2.09502
H -0.60752 -4.23009 0.93525
H -0.99144 -3.32600 2.40034
H 1.57283 -1.45227 2.26110
H 0.66159 -0.15148 1.46125
H -0.06926 -1.07714 2.76157
H -1.93635 -1.28112 1.11646
H -1.78736 -2.42404 -0.22785
H 0.80841 1.37800 -2.59608
H -2.71268 2.94550 -0.79073
H -5.03678 3.58352 -0.13399
H -6.04075 -0.54296 0.25598
H -3.75510 -1.17776 -0.42390
H 1.74502 -1.54118 -2.09562
H 2.57649 -0.43350 0.47504
H 5.39402 0.93592 -1.10345
H 4.70393 0.42828 0.45128
H 3.71750 2.83978 -1.16760
H 4.92941 2.96056 0.12606
H 1.93935 -2.88347 0.15531
H 0.57095 -3.17730 -0.91270

The value obtained for the LUMO energy is 0.6 eV. As for the SMILES: CC1(C)Cc2c(cnn2-c2ccc(F)cc2)[C@@H](NC(=O)CCC(F)(F)F)C1. The value obtained for the HOMO energy is -8.48 eV. Its spin multiplicity is 1.

***

# 3
The following is a DFT calculation (ωB97M-V with the def2-TZVPD basis set) of a single C19H21FN2O2S molecule.

Positions of all 46 atoms, in Å:
C 0.65619 -2.99608 -3.73772
C 1.49953 -3.37803 -2.54829
O 1.93519 -4.49511 -2.37608
C 1.76451 -2.30741 -1.58535
C 2.52433 -2.41362 -0.44388
C 2.58478 -1.22382 0.28919
C 1.86936 -0.20238 -0.28314
C 1.70196 1.14446 0.30106
O 2.33179 1.48492 1.28415
N 0.82718 1.94652 -0.35260
C 0.28849 3.12778 0.29189
C -0.17982 4.15267 -0.74003
C -1.39811 3.64313 -1.51103
C -2.47325 3.11791 -0.55837
N -1.88734 2.09727 0.28461
C -2.82312 1.23576 0.98934
C -2.11153 -0.05401 1.30877
C -1.76507 -0.93422 0.29050
C -1.05553 -2.09142 0.55408
C -0.65737 -2.38460 1.84786
C -0.98620 -1.52628 2.88063
C -1.70874 -0.38169 2.59602
F -2.03027 0.44319 3.61872
C -0.89638 2.69149 1.16017
S 1.11666 -0.70827 -1.75112
H -0.31367 -2.63276 -3.40363
H 0.52062 -3.85959 -4.38304
H 1.14318 -2.19693 -4.29281
H 3.01131 -3.33149 -0.16765
H 3.12186 -1.09340 1.21092
H 0.19211 1.51622 -1.00929
H 1.08486 3.53901 0.91896
H 0.63238 4.38203 -1.43112
H -0.44303 5.06973 -0.20970
H -1.81209 4.44853 -2.11962
H -1.10001 2.83723 -2.18407
H -3.28967 2.67725 -1.13598
H -2.88519 3.95400 0.03538
H -3.21475 1.70013 1.90731
H -3.66418 1.02589 0.32318
H -2.06180 -0.69576 -0.72007
H -0.80903 -2.77020 -0.24873
H -0.09370 -3.28158 2.05223
H -0.69166 -1.72653 3.89854
H -0.55024 1.94732 1.87917
H -1.29986 3.55307 1.71940

The value obtained for the LUMO energy is -0.4 eV. As for the SMILES: CC(=O)c1ccc(C(=O)N[C@H]2CCCN(Cc3ccccc3F)C2)s1. The value obtained for the HOMO energy is -8.96 eV. Its spin multiplicity is 1.

***

# 4
The following is a DFT calculation (ωB97M-V with the def2-TZVPD basis set) of 2 unconnected molecules or ions with the total composition C19H21FNO7S2 in a non-equilibrium geometry.

Positions of all 51 atoms, in Å:
C -3.54206 -2.69250 0.91736
C -2.52434 -2.44001 -0.18516
O -1.20604 -2.20037 0.36818
C -0.26224 -1.91285 -0.58600
C 1.12004 -2.19732 -0.12275
C 1.27411 -2.80831 1.20380
C 2.07736 -2.46063 -1.19316
C 3.31598 -3.29935 -0.86519
O 1.91994 -2.08866 -2.35989
O -0.57888 -1.54016 -1.70314
H -4.57449 -2.64042 0.54354
H -3.42056 -3.70572 1.32065
H -3.45100 -1.96750 1.73519
H -2.41629 -3.32685 -0.83164
H -2.78320 -1.56479 -0.79960
H 0.35261 -2.67545 1.79246
H 1.50032 -3.89112 1.09479
H 2.12725 -2.37221 1.74795
H 3.38268 -3.61904 0.17657
H 3.35275 -4.17962 -1.52257
H 4.19918 -2.70305 -1.11123
C -4.34419 1.90585 -0.66510
C -3.85033 3.21295 -0.69342
C -2.74437 3.55203 0.08957
C -2.12501 2.56632 0.85548
S -0.62443 2.98749 1.75267
N 0.78237 2.22989 0.86574
F 0.91710 0.75942 1.24809
S 2.24407 3.19409 1.42901
C 3.54147 2.90042 0.21661
C 4.22124 1.68829 0.18282
C 5.16387 1.46463 -0.82523
C 5.42371 2.46439 -1.77003
C 4.79238 3.70756 -1.67541
C 3.85839 3.93231 -0.66302
O 1.98007 4.59103 1.21680
O 2.66239 2.66654 2.69981
O -0.57801 4.40302 1.50207
O -0.68747 2.42926 3.07358
C -2.66011 1.28815 0.95961
C -3.77496 0.95267 0.18802
H -5.16166 1.62545 -1.32556
H -4.30043 3.96990 -1.34046
H -2.33113 4.55404 0.08276
H 3.96908 0.94322 0.92969
H 5.67662 0.50183 -0.88605
H 6.10422 2.27255 -2.59615
H 4.99946 4.50321 -2.39509
H 3.34414 4.88098 -0.56650
H -2.15723 0.58531 1.61610
H -4.17388 -0.06207 0.23792

The value obtained for the LUMO energy is 1.9 eV. The charge is -1. The value obtained for the HOMO energy is -2.89 eV. Its spin multiplicity is 1.

***

# 5
The following is a DFT calculation (ωB97M-V with the def2-TZVPD basis set) of a molecular structure, C19H21HgN4 in a non-equilibrium geometry.

Positions of all 45 atoms, in Å:
Hg 0.00000 0.00000 0.00000
C 0.27036 1.60207 1.65346
C 1.43219 1.94918 0.69167
C 1.17258 1.78798 -0.79441
C 0.91383 2.92299 -1.56667
C 0.76307 2.79238 -2.94510
C 0.85090 1.53315 -3.52090
C 1.10099 0.45528 -2.69048
N 1.29224 0.55535 -1.35751
N -0.19419 0.17371 1.86952
C 0.73421 -0.50757 2.79737
C 1.91087 -1.02260 2.06074
C 2.93570 -1.71452 2.70826
C 3.96172 -2.25006 1.94298
C 3.91625 -2.08980 0.56764
C 2.85094 -1.38242 0.02510
N 1.84403 -0.80921 0.73596
C -1.48620 0.21370 2.62335
C -2.51936 0.50989 1.61619
C -3.86220 0.74485 1.84642
C -4.66469 1.01988 0.74287
C -4.09328 1.04166 -0.52838
C -2.73618 0.78839 -0.64259
N -1.93814 0.52815 0.41131
H -0.56825 2.22967 1.32506
H 0.53815 2.02319 2.63421
H 2.36883 1.45984 0.97050
H 1.66200 3.01090 0.86742
H 0.85188 3.90356 -1.10700
H 0.58268 3.66798 -3.56082
H 0.73174 1.39303 -4.58836
H 1.16705 -0.55335 -3.08569
H 0.25651 -1.39475 3.23519
H 1.04445 0.13645 3.63009
H 2.92079 -1.85023 3.78371
H 4.77231 -2.80039 2.40899
H 4.68245 -2.50578 -0.07547
H 2.78823 -1.25863 -1.05020
H -1.47534 0.95679 3.42990
H -1.73396 -0.76567 3.05130
H -4.27513 0.71901 2.84740
H -5.72518 1.21330 0.86912
H -4.69065 1.24860 -1.40845
H -2.23254 0.78860 -1.60484
H -0.78701 0.47256 -1.41571

The value obtained for the LUMO energy (spin up / spin down) is 0.4 / 0.4 eV. The value obtained for the HOMO energy (spin up / spin down) is -3.15 / -5.04 eV. Its spin multiplicity is 2.

***

# 6
The following is a DFT calculation (ωB97M-V with the def2-TZVPD basis set) of a molecular structure, C19H21MnN7S in a non-equilibrium geometry.

Positions of all 49 atoms, in Å:
Mn 0.60743 -0.77624 0.47571
C 1.73801 0.56511 -2.33243
N 0.93335 -0.59841 -1.96597
C -0.34058 -0.85997 -2.63243
C -1.00218 -1.94119 -1.82392
N -0.61733 -2.21954 -0.58387
C -1.42000 -3.25941 -0.15990
C -1.42646 -3.95854 1.04164
C -2.37925 -4.94342 1.19579
C -3.29837 -5.23695 0.18264
C -3.27536 -4.57972 -1.03292
C -2.32065 -3.58672 -1.19272
N -2.01032 -2.73392 -2.23256
C 2.65354 0.81529 -1.16645
N 2.46151 0.19610 -0.01160
C 3.37061 0.73549 0.87009
C 3.55631 0.46663 2.22026
C 4.49255 1.22885 2.88669
C 5.23805 2.21164 2.22640
C 5.09318 2.45356 0.87233
C 4.13719 1.70666 0.19736
N 3.65816 1.70995 -1.09835
H 1.08331 1.43456 -2.46370
H 2.30516 0.41246 -3.25980
H 1.52135 -1.43079 -2.06527
H -0.21397 -1.18524 -3.67522
H -0.95414 0.05088 -2.60801
H -0.69810 -3.73481 1.81008
H -2.43047 -5.50136 2.11722
H -4.04724 -5.99416 0.35653
H -3.96822 -4.82192 -1.82097
H -2.46354 -2.72583 -3.13381
H 2.97980 -0.31276 2.70822
H 4.65268 1.07437 3.94190
H 5.94164 2.80187 2.79507
H 5.68962 3.19685 0.37262
H 4.01018 2.27867 -1.85256
S -0.59338 1.03197 0.97738
C -1.85424 2.17160 0.91799
N -1.63266 3.47056 1.04557
C -2.86014 4.24698 0.98897
C -3.93313 3.15774 0.76980
N -3.14583 1.92981 0.74185
H -0.72348 3.86552 1.21506
H -2.81780 4.96471 0.16703
H -3.00379 4.79802 1.92065
H -4.46915 3.28569 -0.17323
H -4.66358 3.12476 1.58010
H -3.56027 1.01460 0.69077

The value obtained for the LUMO energy (spin up / spin down) is -5.5 / -6.0 eV. The charge is +2. The value obtained for the HOMO energy (spin up / spin down) is -14.08 / -14.09 eV. Its spin multiplicity is 6.

***

# 7
The following is a DFT calculation (ωB97M-V with the def2-TZVPD basis set) of a single C19H21N3O molecule.

Positions of all 44 atoms, in Å:
C -4.90405 -0.98209 2.03424
C -4.63171 -1.39130 0.60015
O -4.91079 -2.48372 0.14867
N -4.08240 -0.40338 -0.13975
C -3.62412 -0.61024 -1.48847
C -2.10109 -0.78964 -1.55552
C -1.37889 0.38498 -0.98676
N -1.93297 1.29567 -0.23292
C -0.93960 2.18695 0.08416
C -0.97306 3.34125 0.85693
C 0.20560 4.04123 1.00626
C 1.39368 3.61439 0.40993
C 1.44751 2.47094 -0.36169
C 0.26596 1.76530 -0.51799
N -0.04652 0.61306 -1.20200
C 0.91063 -0.18979 -1.91737
C 1.98895 -0.71474 -0.99894
C 3.31881 -0.71011 -1.39258
C 4.30293 -1.19334 -0.54932
C 3.98362 -1.68594 0.70873
C 5.04765 -2.18583 1.63652
C 2.64947 -1.68640 1.09907
C 1.66349 -1.21052 0.25690
H -3.97254 -0.71388 2.52763
H -5.36943 -1.80799 2.56391
H -5.56759 -0.12104 2.05276
H -3.70187 0.42995 0.29441
H -3.91523 0.25206 -2.09504
H -4.11591 -1.50950 -1.86679
H -1.82469 -1.68962 -0.99611
H -1.80952 -0.93652 -2.59841
H -1.89131 3.66901 1.31762
H 0.21591 4.94305 1.60045
H 2.29269 4.19406 0.55797
H 2.36947 2.13966 -0.81473
H 1.36422 0.41597 -2.71116
H 0.38560 -1.02793 -2.38495
H 3.58843 -0.32707 -2.36704
H 5.33380 -1.18209 -0.87299
H 4.70993 -3.07276 2.16841
H 5.28361 -1.42174 2.37777
H 5.95836 -2.42472 1.09303
H 2.38057 -2.06654 2.07396
H 0.63243 -1.21912 0.58104

The value obtained for the LUMO energy is 0.7 eV. As for the SMILES: CC(=O)NCCc1nc2ccccc2n1Cc1ccc(C)cc1. The value obtained for the HOMO energy is -8.57 eV. Its spin multiplicity is 1.

***

# 8
The following is a DFT calculation (ωB97M-V with the def2-TZVPD basis set) of a single C19H21N3O2 molecule in a non-equilibrium geometry.

Positions of all 45 atoms, in Å:
C -1.79366 -0.15765 1.99328
C -1.00790 0.43017 0.91333
N -0.58503 1.54830 0.87104
N -0.66371 2.48778 1.73703
C -0.39118 2.42733 2.90513
O 0.11066 1.19537 3.45881
C -0.24216 3.47728 3.79287
C 0.23424 3.61769 4.92428
C 0.18210 4.71077 5.71429
C -0.62180 5.80603 5.47045
C -1.52308 5.43797 4.43117
C -1.48868 4.39325 3.48411
C -0.80486 -0.56665 -0.20069
C -0.18012 -0.15277 -1.48370
C -0.02279 -0.89802 -2.66806
C 0.07394 -2.47627 -2.44077
N 0.29799 -3.01483 -3.61358
C 0.82884 -4.46914 -3.20965
C 2.51564 -4.12393 -3.50523
O 2.60089 -3.62415 -4.92511
C 1.98952 -2.46207 -5.00716
C 0.53006 -2.63168 -4.91319
C -0.45989 -2.89550 -1.15292
C -0.63458 -2.08835 -0.12846
H -2.37881 0.62192 2.23536
H -1.15048 -0.49214 2.63928
H -2.61180 -1.03470 1.49457
H -0.49510 3.35580 1.34017
H 1.14909 2.93408 5.17495
H 1.03853 4.76948 6.63391
H -0.79640 6.66369 6.02375
H -2.17765 6.34233 4.20587
H -2.04903 4.57943 2.58005
H 0.01158 0.79394 -1.61034
H 0.53284 -0.37867 -3.42911
H 0.91316 -4.82033 -2.32914
H 0.61261 -5.32375 -4.00185
H 2.89867 -5.14698 -3.41803
H 2.80930 -3.49151 -2.76776
H 2.26423 -2.07535 -6.17985
H 2.58316 -1.75986 -4.24722
H -0.13791 -1.86453 -4.89343
H -0.00915 -3.36001 -5.61270
H -0.58971 -3.81976 -1.02433
H -1.36156 -2.46398 0.73858

The value obtained for the LUMO energy is 0.1 eV. As for the SMILES: C/C(=N\NC(=O)c1ccccc1)c1ccc(N2CCOCC2)cc1. The value obtained for the HOMO energy is -7.00 eV. Its spin multiplicity is 1.